Record 1
Molecular formula: C3H4O
Method: DFT, wB97M-V/def2-TZVPD

Cartesian coordinates (Å):
C -0.132 0.271 0.035
C 1.066 0.866 0.011
C -0.731 -1.072 0.034
O -1.409 0.622 -0.027
H 1.114 1.932 -0.177
H 1.896 0.254 0.140
H -0.648 -1.379 -0.939
H -1.157 -1.493 0.924

Results
**Largest force on an atom**: 5.1 eV Å⁻¹
**Orbital gap**: 8.928 eV

***

Record 2
Molecular formula: C3H4O2
Method: DFT, wB97M-V/def2-TZVPD

Cartesian coordinates (Å):
C 1.048 1.126 0.307
C 0.169 0.143 -0.254
C -0.936 -0.736 0.226
O 1.542 2.174 0.648
O 1.470 -0.137 0.273
H 0.382 0.226 -2.206
H -0.478 -1.522 0.704
H -1.646 -1.081 -0.651
H -1.550 -0.192 0.953

Results
**Largest force on an atom**: 4.2 eV Å⁻¹
**Orbital gap**: 9.161 eV

***

Record 3
Molecular formula: C3H4O2
Method: DFT, wB97M-V/def2-TZVPD

Cartesian coordinates (Å):
C -0.628 -0.842 -0.096
C -1.385 0.221 -0.288
C 0.530 0.007 0.390
O -0.385 1.161 0.078
O 1.687 0.056 -0.326
H -0.767 -1.796 -0.406
H -2.270 0.570 -0.743
H 0.900 -0.151 1.473
H 2.318 0.773 -0.080

Results
**Largest force on an atom**: 3.2 eV Å⁻¹
**Orbital gap**: 9.864 eV

***

Record 4
Molecular formula: C3H4O2
Method: DFT, wB97M-V/def2-TZVPD

Cartesian coordinates (Å):
C 0.261 -0.090 0.270
C -1.022 0.355 -0.374
O -2.182 1.028 0.397
C -2.377 -0.104 -0.147
O -3.209 -0.975 -0.261
H 0.152 -0.305 1.414
H 1.149 0.526 0.174
H 0.663 -0.955 -0.189
H -0.747 0.757 -1.365

Results
**Largest force on an atom**: 4.2 eV Å⁻¹
**SMILES**: C[C@@H]1OC1=O
**Orbital gap**: 11.117 eV

***

Record 5
Molecular formula: C3H4O2
Method: DFT, wB97M-V/def2-TZVPD

Cartesian coordinates (Å):
O 0.759 1.957 0.436
C 0.114 0.962 0.182
C 1.023 -0.200 0.055
O -0.218 -1.262 -0.240
C -1.264 -0.384 -0.188
H 1.560 -0.403 1.003
H 1.742 -0.060 -0.781
H -1.777 -0.151 -1.138
H -1.959 -0.470 0.665

Results
**Largest force on an atom**: 2.9 eV Å⁻¹
**Orbital gap**: 10.166 eV

***

Record 6
Molecular formula: C3H4O2
Method: DFT, wB97M-V/def2-TZVPD

Cartesian coordinates (Å):
C 0.339 0.002 0.869
C -0.430 1.084 0.471
C 1.282 0.439 -0.074
O 0.656 1.575 -0.392
O 0.022 -0.981 -1.960
H 0.367 -0.682 1.635
H -1.364 1.360 0.247
H 2.179 0.274 -0.513
H -0.405 -1.772 -1.571

Results
**Largest force on an atom**: 5.8 eV Å⁻¹
**Orbital gap (alpha / beta)**: 6.237 / 6.224 eV

***

Record 7
Molecular formula: C3H4O2
Method: DFT, wB97M-V/def2-TZVPD

Cartesian coordinates (Å):
C 0.575 -0.098 0.137
C -0.255 1.079 -0.048
C -1.355 0.059 0.050
H -0.043 1.539 -1.043
H -0.212 1.424 0.942
H -1.652 -0.213 1.123
H -2.111 -0.067 -0.869
O 1.764 -0.110 -0.025
O -0.485 -1.005 -0.099

Results
**Largest force on an atom**: 5.0 eV Å⁻¹
**Orbital gap**: 11.211 eV

***

Record 8
Molecular formula: C3H4O2
Method: DFT, wB97M-V/def2-TZVPD

Cartesian coordinates (Å):
O -1.215 0.588 -1.947
C -0.507 0.330 -1.016
C -0.313 -0.749 0.012
C 0.629 0.387 0.702
O 0.495 1.209 -0.436
H -1.226 -1.051 0.527
H 0.305 -1.581 -0.318
H 1.657 0.053 0.876
H 0.175 0.813 1.601

Results
**Largest force on an atom**: 2.4 eV Å⁻¹
**SMILES**: O=C1CCO1
**Orbital gap**: 11.764 eV